(1)
Density functional theory data (ωB97M-V/def2-TZVPD) for the molecule C4H4N2.

Cartesian coordinates (Å):
N  0.25634  1.17515  -0.96951
N  0.00843  -1.41714  -0.08651
C  1.33689  -0.83031  -0.22416
C  -0.93419  -0.58257  0.07757
C  -0.61213  0.94880  0.18152
C  1.18659  0.39528  -0.68925
H  2.19684  -1.36558  0.14036
H  -1.94902  -0.94703  0.23220
H  -0.02006  1.00411  1.10772
H  -1.46968  1.61929  0.23006

Results
- Strongest force on any atom: 0.64 eV/A
- Gap between HOMO and LUMO (spin up / spin down): 0.30057 / 0.30055 Eh
- 2S+1: 1
- Total energy: -7189.1633 eV
- Relative energy (zero: lowest compared OMol25 entry of this formula, charge and spin): 81.3 kcal per mole
- HOMO energy (spin up / spin down): -8.71 / -8.71 eV
- SMILES: C1=CN=CCN=1

Results of the natural (NBO) charge analysis, in e, for atoms 1 through 8: number 1, N, carries -0.396; number 2, N, carries -0.352; number 3, C, carries -0.296; number 4, C, carries 0.089; number 5, C, carries -0.301; number 6, C, carries 0.375; number 7, H, carries 0.238; number 8, H, carries 0.207

***

(2)
Density functional theory data (ωB97M-V/def2-TZVPD) for C5H7NO as an isolated structure at a distorted geometry.

Cartesian coordinates (Å):
O  1.37080  2.31897  0.49613
N  -0.45084  1.23519  -0.33666
C  -1.36538  0.14266  -0.04906
C  0.79574  1.25821  0.30049
C  -0.62420  -1.12632  -0.38044
C  1.36399  -0.06409  0.58512
C  0.70005  -1.20959  0.17468
H  -2.27649  0.26030  -0.64465
H  2.40472  -0.11246  0.86077
H  0.60782  -0.81266  -1.03219
H  -1.67031  0.14749  1.02267
H  -0.85708  2.15819  -0.41179
H  -1.16702  -2.00320  -0.73914
H  1.16820  -2.19270  0.15405

Results
- Strongest force on any atom: 2.68 eV/A
- Gap between HOMO and LUMO: 0.31794 Eh
- 2S+1: 1
- Total energy: -8833.1627 eV
- Relative energy (zero: lowest compared OMol25 entry of this formula, charge and spin): 70.1 kcal per mole
- HOMO energy: -8.00 eV

Results of the natural (NBO) charge analysis, in e, for atoms 1 through 8: number 1, O, carries -0.619; number 2, N, carries -0.642; number 3, C, carries -0.246; number 4, C, carries 0.621; number 5, C, carries -0.299; number 6, C, carries -0.447; number 7, C, carries -0.290; number 8, H, carries 0.216

***

(3)
Density functional theory data (ωB97M-V/def2-TZVPD) for the molecule C4H4O3.

Cartesian coordinates (Å):
O  0.15621  -0.03224  1.83660
O  0.13595  -1.12242  -1.35558
O  2.42230  0.88601  -0.40377
C  0.58163  -0.11100  0.70630
C  -1.70385  0.17569  -0.47737
C  2.07059  0.07736  0.41731
C  -0.31996  -0.40194  -0.49716
H  -2.25179  -0.15464  -1.36133
H  2.77376  -0.48850  1.05592
H  -2.22137  -0.13476  0.43590
H  -1.64342  1.27106  -0.45962

Results
- Strongest force on any atom: 0.76 eV/A
- Gap between HOMO and LUMO: 0.33296 Eh
- 2S+1: 1
- Total energy: -10353.9422 eV
- Relative energy (zero: lowest compared OMol25 entry of this formula, charge and spin): 29.3 kcal per mole
- HOMO energy: -9.85 eV
- SMILES: CC(=O)C(=O)C=O

Results of the natural (NBO) charge analysis, in e, for atoms 1 through 8: number 1, O, carries -0.465; number 2, O, carries -0.484; number 3, O, carries -0.463; number 4, C, carries 0.396; number 5, C, carries -0.722; number 6, C, carries 0.355; number 7, C, carries 0.503; number 8, H, carries 0.243

***

(4)
Density functional theory data (ωB97M-V/def2-TZVPD) for C45H57BBrHfN14O2S as an isolated structure.

Cartesian coordinates (Å):
Hf  0.15354  0.38137  -0.06380
Br  4.70426  5.46039  4.87334
S  -0.12088  -2.97132  2.95848
O  1.69469  -0.84726  0.20574
O  2.84818  0.52748  -1.89395
N  0.93259  2.30266  -0.82826
N  4.69166  -0.53867  5.86640
N  0.10625  0.19531  -2.91648
N  -2.06307  -4.63832  2.27924
N  0.61043  0.15940  2.32397
N  -1.92237  1.29709  -1.91907
N  0.30044  2.57141  -2.01522
N  -0.24939  -5.60002  3.28463
N  -2.64821  3.18615  4.65375
N  -4.57899  4.46328  0.65215
N  0.06490  -0.79480  -1.96687
N  -0.98467  1.90890  0.96671
N  4.36160  -1.42550  5.07493
N  -2.01622  0.39155  -0.88564
C  2.49613  3.51516  0.74948
C  -3.83591  -0.51373  0.60351
C  0.10450  4.44308  -3.67458
C  3.42953  4.71872  0.60686
C  -0.00595  0.62141  3.39494
C  0.53465  0.54728  4.68323
C  -3.13017  1.85004  -2.14259
C  1.62659  3.71852  2.00065
C  -5.07529  0.13380  1.22997
C  4.68634  3.59103  5.14521
C  0.55242  -1.90635  -2.53395
C  0.56983  -3.27170  -1.88458
C  0.63614  -0.28158  -4.05058
C  -2.80300  -0.76285  1.69785
C  3.33442  2.24530  0.90422
C  -2.79130  3.28630  2.08358
C  4.64251  0.85718  5.52924
C  0.59640  3.81786  -2.41128
C  4.28345  -1.69222  2.67163
C  3.74534  -1.15070  3.80624
C  0.92526  -1.61650  -3.84819
C  -2.74752  3.27766  3.50860
C  4.12822  1.70641  6.50087
C  -3.78892  3.95376  1.31845
C  0.83526  0.55370  -5.27014
C  2.41365  -0.97482  1.34110
C  -0.37472  -3.30741  -0.68516
C  -2.76535  -5.89984  2.13601
C  -0.85629  -4.48277  2.84301
C  -1.82797  2.55050  1.44924
C  0.08233  -4.29530  -2.92002
C  1.76868  -0.01339  4.86208
C  3.62775  -1.58981  1.42560
C  5.26052  2.75926  4.19696
C  -4.23085  -1.85166  -0.03938
C  -3.28791  0.38943  -0.47837
C  1.99369  -3.64005  -1.44694
C  1.63032  3.39790  -0.48451
C  4.11771  3.07571  6.29865
C  1.43589  4.37106  -1.45965
C  2.47432  -0.51103  3.74514
C  -3.40694  2.88315  -3.18118
C  -4.02032  1.29366  -1.24632
C  1.83657  -0.42587  2.49977
C  5.21973  1.38480  4.37937
B  -0.62174  1.54445  -2.73253
H  4.04286  4.64144  -0.29367
H  1.86417  5.35783  -1.49109
H  2.19480  -0.09550  5.85268
H  2.72252  1.35454  0.78962
H  -2.91461  3.82441  -2.93502
H  -1.84744  -1.12425  1.30308
H  2.00818  -4.66103  -1.05951
H  0.61798  -5.48325  3.77820
H  4.12075  2.19815  0.14817
H  3.19168  -0.25897  -1.45427
H  -0.90421  1.98876  -3.80054
H  -0.10722  -2.57436  0.07662
H  3.72728  1.28212  7.41359
H  4.07366  -2.03526  0.54453
H  -3.36262  -2.34781  -0.47775
H  4.09203  4.76586  1.47231
H  -2.63080  0.14495  2.27599
H  2.27120  3.93112  2.85704
H  5.68030  0.73093  3.65093
H  -0.32464  -4.28676  -0.20522
H  -4.96980  -1.70092  -0.82812
H  3.40411  0.67523  -2.66506
H  0.94042  4.55895  1.87461
H  -4.67357  -2.50847  0.71558
H  -0.98257  1.06083  3.25937
H  2.87034  5.65540  0.56973
H  -0.05223  -5.26439  -2.43623
H  2.33926  -2.97140  -0.65996
H  -5.38052  -0.43494  2.11056
H  -2.99485  -6.34505  3.10700
H  -4.87543  1.16158  1.53969
H  -0.72921  -6.48020  3.35726
H  -0.87076  -3.99194  -3.35687
H  3.69689  3.73815  7.04218
H  -5.91515  0.14221  0.53338
H  -5.06719  1.53249  -1.16347
H  -3.70395  -5.71746  1.62099
H  -2.18540  -6.61206  1.54466
H  -4.47742  3.06953  -3.21797
H  -3.07129  2.56508  -4.16797
H  1.34490  -2.29566  -4.57193
H  1.04006  2.83001  2.22912
H  5.73779  3.18117  3.32281
H  2.68601  -3.58598  -2.29043
H  -0.04328  0.93271  5.51154
H  0.80448  -4.42380  -3.72786
H  0.37522  3.85026  -4.54837
H  -0.11961  0.84702  -5.70876
H  -3.15816  -1.52424  2.39448
H  -1.40308  -3.13317  -1.00975
H  0.54732  5.43114  -3.77585
H  1.38783  1.46555  -5.03649
H  3.79189  2.21626  1.89303
H  -0.97855  4.55331  -3.67321
H  5.23134  -2.21123  2.74137
H  -2.49601  -3.79228  1.95124
H  1.39299  -0.01179  -6.01305

Results
- Total charge: +1
- Strongest force on any atom: 0.84 eV/A
- Gap between HOMO and LUMO: 0.26883 Eh
- 2S+1: 1
- Total energy: -155408.7245 eV
- Relative energy (zero: lowest compared OMol25 entry of this formula, charge and spin): 0.0 kcal per mole
- HOMO energy: -10.48 eV

Results of the Mulliken charge analysis, in e, for atoms 1 through 8: number 1, Hf, carries 0.517; number 2, Br, carries -0.138; number 3, S, carries -0.225; number 4, O, carries 0.145; number 5, O, carries -0.355; number 6, N, carries 0.608; number 7, N, carries -0.450; number 8, N, carries 0.467